Here is an isolated molecule of C4H5N3O at a distorted geometry from the Open Molecules 2025 dataset. Energies are from ωB97M-V/def2-TZVPD.

Last column: natural (NBO) charge in e.
CARTESIAN COORDINATES (ANGSTROEM)
O 1.651 -2.820 0.319  -0.576
C 1.341 -1.661 0.279  0.507
N 0.087 -1.319 0.553  -0.451
N -0.359 -0.018 0.237  -0.214
C -0.765 0.452 -1.027  -0.127
C -0.822 1.807 -0.886  -0.083
N -0.502 2.160 0.419  -0.455
C -0.241 1.070 1.082  0.175
H 2.107 -0.923 0.001  0.145
H -0.690 -2.014 0.523  0.416
H -0.963 -0.119 -1.896  0.228
H -0.990 2.627 -1.658  0.225
H 0.145 0.758 2.053  0.211

Properties
2S+1: 1
DFT total energy: -394.88297 a.u.
HOMO level: -9.563 eV
SMILES string: O=CNn1ccnc1
ΔE to the lowest compared entry with this formula, charge and spin: 53.1 kcal per mole
max |F|: 4.156 eV/A
LUMO energy: 0.0303 Eh